Molecular formula: C54H123AgF2N5O18P3S2
Method: DFT, ωB97M-V/def2-TZVPD

```
! wB97M-V def2-TZVPD RIJCOSX def2/J DEFGRID3
* xyz 2 1
C 3.56 -1.68 6.89
C 3.58 -0.78 5.69
C 4.73 -1.28 4.77
N 5.37 -0.31 3.83
C 6.40 -1.14 2.97
C 6.88 -0.22 1.86
C 5.71 0.15 1.04
C 4.72 0.99 1.84
C 4.22 0.19 3.00
C 6.03 0.81 4.60
H 4.43 -1.52 7.51
H 3.52 -2.72 6.60
H 2.77 -1.46 7.53
H 3.80 0.22 6.07
H 2.63 -0.78 5.11
H 4.26 -2.11 4.15
H 5.54 -1.69 5.42
H 5.80 -2.01 2.59
H 7.07 -1.55 3.74
H 7.57 -0.80 1.26
H 7.35 0.66 2.23
H 5.23 -0.73 0.58
H 6.15 0.71 0.23
H 3.88 1.40 1.29
H 5.26 1.87 2.21
H 3.80 -0.73 2.59
H 3.47 0.75 3.55
H 6.80 0.32 5.16
H 5.26 1.23 5.19
H 6.48 1.62 4.05
C -2.73 7.26 -0.94
C -1.63 6.32 -1.41
C -2.15 5.11 -2.18
N -1.22 4.30 -2.90
C -1.85 3.11 -3.66
C -2.64 3.47 -4.97
C -1.70 4.31 -5.84
C -1.10 5.53 -5.15
C -0.39 5.06 -3.88
C -0.20 3.70 -1.91
H -3.06 7.08 0.08
H -3.57 7.21 -1.63
H -2.43 8.33 -1.03
H -1.02 5.94 -0.58
H -0.89 6.88 -2.02
H -2.96 5.42 -2.84
H -2.56 4.44 -1.43
H -2.36 2.47 -2.94
H -0.99 2.48 -3.93
H -3.56 4.02 -4.77
H -2.78 2.46 -5.37
H -2.20 4.70 -6.67
H -0.88 3.64 -6.20
H -1.90 6.21 -4.85
H -0.44 6.04 -5.81
H -0.01 5.90 -3.35
H 0.50 4.48 -4.10
H 0.46 2.98 -2.39
H -0.87 3.16 -1.13
H 0.32 4.48 -1.35
Ag -0.67 -2.47 0.11
N 0.16 -1.28 1.84
S 0.72 -2.48 2.72
O 2.13 -2.61 2.78
O -0.12 -3.58 2.37
F 0.25 -2.02 4.24
S 0.38 0.33 2.02
O 0.73 0.92 0.79
O 1.11 0.68 3.16
F -1.08 0.71 2.31
C -5.49 -0.15 1.90
C -5.21 -1.17 3.04
C -3.72 -1.68 2.89
C -3.30 -2.65 3.98
C -3.42 -1.79 5.24
C -4.80 -1.18 5.57
N -5.22 -0.45 4.35
O -6.56 0.04 4.47
C -5.74 -2.33 6.00
C -4.54 -0.25 6.75
C -6.19 -2.36 2.86
H -5.47 -0.62 0.94
H -4.75 0.69 1.85
H -6.52 0.28 1.96
H -3.71 -2.15 1.91
H -3.19 -0.72 2.95
H -2.26 -2.98 3.79
H -3.99 -3.49 3.93
H -2.59 -1.00 5.17
H -3.08 -2.52 6.02
H -6.77 -2.02 6.02
H -5.74 -3.23 5.38
H -5.50 -2.70 6.94
H -5.32 0.44 7.07
H -4.20 -0.75 7.64
H -3.74 0.43 6.56
H -6.24 -3.13 3.62
H -6.17 -2.80 1.89
H -7.17 -1.90 2.85
H -6.40 0.97 4.70
C -3.35 -5.01 -2.65
C -2.41 -4.07 -3.51
C -3.19 -3.46 -4.68
C -4.18 -2.34 -4.29
C -3.43 -1.24 -3.50
C -2.51 -1.74 -2.31
N -1.78 -2.89 -2.87
O -0.86 -3.38 -1.89
C -1.53 -0.59 -1.98
C -3.51 -2.00 -1.18
C -1.45 -5.04 -4.16
H -2.73 -5.53 -1.87
H -3.80 -5.76 -3.26
H -4.19 -4.47 -2.15
H -2.51 -3.10 -5.43
H -3.80 -4.23 -5.17
H -4.94 -2.73 -3.63
H -4.70 -1.97 -5.21
H -4.12 -0.48 -3.13
H -2.76 -0.73 -4.18
H -2.04 0.30 -2.41
H -1.39 -0.34 -0.89
H -0.56 -0.65 -2.52
H -3.89 -1.08 -0.66
H -4.39 -2.58 -1.46
H -3.07 -2.60 -0.40
H -1.18 -5.79 -3.41
H -0.53 -4.54 -4.46
H -1.93 -5.47 -5.05
H 0.00 -3.18 -2.30
C 6.41 -3.77 -3.33
C 5.14 -3.52 -4.19
O 3.90 -3.32 -3.23
P 2.44 -3.70 -3.76
O 1.51 -3.25 -2.74
O 2.22 -3.12 -5.23
C 2.56 -3.85 -6.44
C 3.57 -3.00 -7.21
O 2.43 -5.26 -4.02
C 2.64 -6.26 -3.03
C 2.73 -7.61 -3.68
H 7.00 -4.63 -3.75
H 7.08 -2.91 -3.22
H 6.13 -4.05 -2.30
H 5.36 -2.71 -4.82
H 4.96 -4.36 -4.89
H 3.06 -4.87 -6.25
H 1.63 -3.98 -7.00
H 4.45 -3.02 -6.59
H 3.72 -3.34 -8.28
H 3.20 -1.95 -7.26
H 3.64 -5.96 -2.58
H 1.86 -6.23 -2.23
H 2.95 -8.28 -2.84
H 1.83 -7.97 -4.05
H 3.41 -7.65 -4.51
C -0.66 1.61 7.94
C -1.80 2.37 7.31
O -1.53 3.80 7.33
P -0.75 4.31 6.00
O 0.46 3.50 5.81
O -1.69 4.19 4.74
C -2.38 5.33 4.06
C -1.66 5.71 2.74
O -0.67 5.87 6.31
C -0.02 6.37 7.49
C -0.96 6.86 8.60
H -0.90 0.53 7.85
H 0.26 1.75 7.42
H -0.46 1.96 8.96
H -2.03 2.01 6.27
H -2.73 2.19 7.90
H -3.40 4.93 3.96
H -2.49 6.18 4.71
H -2.28 6.34 2.12
H -0.69 6.20 2.85
H -1.29 4.82 2.18
H 0.70 5.65 7.82
H 0.55 7.18 7.11
H -0.39 7.61 9.24
H -1.73 7.49 8.20
H -1.37 6.12 9.21
C -0.26 -1.08 -7.10
C -0.25 -0.74 -5.66
O 0.08 0.63 -5.38
P 1.39 1.16 -4.64
O 1.41 2.68 -4.62
O 1.37 0.40 -3.27
C 2.50 0.35 -2.35
C 2.48 -0.82 -1.36
O 2.63 0.45 -5.29
C 3.42 1.15 -6.31
C 4.79 0.48 -6.29
H -0.63 -0.32 -7.69
H 0.76 -1.31 -7.46
H -0.88 -2.07 -7.15
H -1.30 -0.82 -5.28
H 0.35 -1.42 -5.02
H 3.45 0.41 -2.95
H 2.48 1.30 -1.73
H 2.81 -0.30 -0.43
H 1.44 -1.09 -1.14
H 2.99 -1.66 -1.72
H 2.87 0.92 -7.27
H 3.45 2.25 -6.10
H 4.69 -0.57 -6.63
H 5.47 1.06 -6.92
H 5.22 0.41 -5.28
*
```

Values from the calculation:
LUMO level, eV: -3.204
Largest force on an atom, Eh/bohr: 0.072
E_HOMO, hartree: -0.4166
Molar mass, g mol⁻¹: 1433.5
Orbital gap, eV: 8.132

These are the Mulliken partial charges, in e, on atoms 1 to 5: -1.77 0.50 -0.68 0.26 -0.47